The following is a DFT calculation (ωB97M-V with the def2-TZVPD basis set) of a molecular structure, C25H28AsN3O4V.

Structure (XYZ):
```
62
Properties=species:S:1:pos:R:3:mulliken_charge:R:1
V -0.20369 0.33829 1.27843 -0.041
O -2.20416 -1.80715 4.21267 -0.663
C -1.73659 -1.04836 3.39680 -0.308
N -0.57775 -1.12438 2.65938 0.489
C 0.48906 -1.86514 3.11057 -0.716
O 0.51825 -2.82088 3.85223 -0.643
C 1.79343 -1.24626 2.61452 0.973
C 3.01033 -1.84174 2.87469 -0.582
C 4.16824 -1.20739 2.46420 -0.500
C 4.06081 0.01729 1.82282 -0.650
C 2.81023 0.55753 1.59429 -0.323
N 1.67927 -0.06651 1.96542 0.465
C -2.43855 0.28912 3.12964 0.685
C -3.66714 0.56906 3.69070 -0.756
C -4.24450 1.80542 3.45647 -0.200
C -3.56752 2.72425 2.67277 -0.914
C -2.33824 2.37491 2.14886 -0.159
N -1.77556 1.18025 2.36928 -0.059
H 3.01123 -2.78468 3.40507 0.526
H 5.13771 -1.65226 2.64792 0.428
H 4.93894 0.55905 1.49917 0.446
H 2.67293 1.50426 1.08838 0.545
H -4.13104 -0.19180 4.30268 0.501
H -5.21012 2.05208 3.87975 0.423
H -3.97743 3.70278 2.46493 0.404
H -1.76632 3.05853 1.53550 0.588
C 0.68339 -3.97135 0.46359 -1.170
C 1.30080 -2.95550 -0.49275 -0.753
As 0.26505 -1.31169 -0.63890 0.779
C -1.42245 -2.00148 -1.31437 -0.768
C -1.35114 -2.88800 -2.54834 -1.258
C 1.06079 -0.44832 -2.21115 -0.511
C 1.80127 -1.32169 -3.21656 -1.422
H 1.29818 -4.87217 0.51223 0.409
H -0.30903 -4.27750 0.12949 0.299
H 0.57591 -3.59658 1.48448 0.165
H 1.38697 -3.37723 -1.49242 0.617
H 2.30742 -2.67299 -0.17716 0.448
H -2.03118 -1.11466 -1.49131 0.539
H -1.87398 -2.52737 -0.47101 0.504
H -0.98965 -2.33679 -3.41758 0.260
H -2.34140 -3.27366 -2.80038 0.410
H -0.69728 -3.75019 -2.40663 0.291
H 1.73495 0.31189 -1.81062 0.382
H 0.24298 0.09729 -2.68738 0.380
H 2.67039 -1.81084 -2.77532 0.305
H 2.16491 -0.71132 -4.04617 0.451
H 1.16843 -2.10256 -3.63849 0.251
O -1.33862 1.17754 -0.55756 -0.701
C -0.39914 2.01116 -0.63434 1.130
O 0.48061 2.06053 0.28773 -0.849
C -0.32329 2.91925 -1.81513 0.155
C -1.40256 2.97624 -2.68978 -0.270
C -1.34875 3.80252 -3.80344 -0.709
C -0.21080 4.56317 -4.04465 -0.368
C 0.86973 4.50051 -3.17288 -0.722
C 0.81220 3.68058 -2.05488 -0.321
H -2.27362 2.36785 -2.48534 0.458
H -2.19056 3.85406 -4.48204 0.406
H -0.16588 5.20616 -4.91467 0.391
H 1.75506 5.09255 -3.36531 0.410
H 1.63847 3.62429 -1.35809 0.423
```

Values from the calculation:
**Highest occupied orbital energy (alpha / beta)**: -6.5 / -8.9 eV
**Frontier orbital gap (alpha / beta)**: 6.4 / 8.9 eV
**Multiplicity**: 4
**Relative energy (zero: lowest compared OMol25 entry of this formula, charge and spin)**: 14.11 kcal per mole
**E_LUMO (alpha / beta)**: -0.06 / 0.03 eV
**Expectation value of S²**: 3.7665



The following is a DFT calculation (ωB97M-V with the def2-TZVPD basis set) of a molecular structure, C27H18CrI2N8OS.

Structure (XYZ):
```
58
Properties=species:S:1:pos:R:3:mulliken_charge:R:1
Cr 0.05402 0.24579 -0.28952 -0.871
I 3.34581 -2.71324 5.99942 0.101
C 2.75779 -1.76259 4.21212 -0.496
C 3.72390 -1.29383 3.33107 -0.253
C 3.30052 -0.66390 2.18834 -0.539
I 4.64215 0.10749 0.76314 0.028
C 1.94090 -0.50087 1.84425 0.138
O 1.64412 0.08412 0.73077 0.517
C 0.98414 -1.00769 2.75257 0.477
C -0.49440 -1.03570 2.44359 -0.808
N -0.98318 0.02004 1.53943 -0.055
C -2.40916 -0.16989 1.24262 -0.984
C -2.78750 0.29238 -0.14246 0.333
C -4.11888 0.44961 -0.49182 -1.050
C -4.44682 0.79556 -1.79328 -0.532
C -3.41299 0.97363 -2.70238 -0.937
C -2.11106 0.81354 -2.27196 -0.366
N -1.78766 0.47307 -1.01858 1.429
C 1.41047 -1.61956 3.92139 -0.852
H 4.77556 -1.43204 3.53108 0.412
H -1.04302 -0.99151 3.39498 0.605
H -0.71569 -2.00339 1.97085 0.440
H -0.85904 0.90499 2.03592 0.416
H -3.05349 0.30712 1.99163 0.524
H -2.62749 -1.24558 1.27305 0.575
H -4.88610 0.30289 0.25068 0.556
H -5.47646 0.90873 -2.09010 0.460
H -3.61242 1.23036 -3.72894 0.494
H -1.28009 0.94787 -2.95180 0.556
H 0.67487 -2.01871 4.60438 0.446
N 1.23263 4.08647 -1.09011 0.010
C 0.13316 4.55113 -0.40578 0.436
C -0.39014 5.82286 -0.21595 -1.171
C -1.57707 5.91412 0.48350 -0.511
C -2.23248 4.78351 0.97749 -0.997
C -1.71990 3.51889 0.78941 -0.114
C -0.51985 3.40002 0.09263 0.529
N 0.18566 2.28980 -0.30015 0.819
C 1.20638 2.73180 -1.02266 -0.074
C 1.97522 1.76378 -1.75960 -0.404
C 3.17793 1.82902 -2.40786 -0.398
S 3.50369 0.35248 -3.20940 -0.060
C 2.02067 -0.27088 -2.62913 -0.288
N 1.33785 0.55091 -1.88496 0.613
H 1.90565 4.65170 -1.58231 0.265
H 0.09435 6.70392 -0.60582 0.435
H -2.02214 6.88113 0.65044 0.411
H -3.16958 4.90096 1.50001 0.457
H -2.24690 2.65026 1.14921 0.167
H 3.88901 2.63019 -2.42085 0.433
H 1.68441 -1.26182 -2.86846 0.316
N -0.14086 -1.57985 -0.67273 -0.508
C -0.47153 -2.45909 -1.37317 0.861
C -0.87421 -3.33637 -2.32605 -0.035
C -1.02327 -4.71346 -2.13146 -0.136
N -1.16858 -5.83768 -1.95355 -0.443
C -1.12468 -2.73000 -3.56642 0.181
N -1.27627 -2.16642 -4.55692 -0.557
```

Values from the calculation:
**Total charge**: +1
**Highest occupied orbital energy (alpha / beta)**: -10.4 / -10.4 eV
**Frontier orbital gap (alpha / beta)**: 5.9 / 6.4 eV
**Multiplicity**: 2
**E_LUMO (alpha / beta)**: -4.50 / -3.99 eV
**Expectation value of S²**: 0.7633



Number 1: largest force on an atom 1.376 eV/Å. Number 2: largest force on an atom 3.050 eV/Å.